Below is one molecule with the formula C23H26N2O4S in a non-equilibrium geometry, with properties calculated with ωB97M-V/def2-TZVPD.

* relative energy (zero: lowest compared OMol25 entry of this formula, charge and spin): 0.932 eV
* total charge: 0
* LUMO: 0.4 eV
* SMILES: Cc1ccccc1S(=O)(=O)Cc1ccc(C(=O)NCCN(C)Cc2ccccc2)o1
* E_HOMO: -8.08 eV

```
56
C23H26N2O4S (ωB97M-V/def2-TZVPD)
S 1.38 -0.26 0.51
O -0.13 3.16 -4.08
O 1.66 1.65 -1.41
O 0.80 0.90 1.12
O 0.68 -0.86 -0.59
N -0.64 2.85 -1.89
N -3.27 1.26 -0.94
C 1.27 -3.83 2.34
C 1.15 -2.80 1.43
C -3.21 -3.04 1.70
C -3.86 -2.69 0.53
C -2.22 -2.21 2.21
C 2.38 1.52 -3.51
C -2.03 3.25 -1.98
C 0.15 2.75 -2.98
C 2.78 0.08 3.32
C -2.53 -0.69 0.37
C -1.90 -1.03 1.55
C 2.76 0.88 -1.42
C -2.12 0.55 -0.39
C -4.02 1.95 0.08
C 2.25 -1.28 2.97
C 2.37 -2.34 3.87
C 1.88 -3.60 3.56
C 1.42 2.04 -2.69
C 3.25 0.76 -2.69
C 3.06 0.23 -0.12
C -2.99 2.04 -2.12
C -3.52 -1.52 -0.13
C 1.64 -1.54 1.75
H -1.13 -0.38 1.95
H -1.71 -2.47 3.12
H 3.81 0.19 2.96
H -3.43 2.72 0.61
H 3.48 0.92 0.61
H -2.59 1.38 -2.89
H -4.03 -1.24 -1.05
H 4.11 0.21 -3.00
H -3.95 2.43 -2.48
H 3.68 -0.65 -0.23
H -0.34 2.40 -1.04
H 2.78 0.21 4.39
H -4.89 2.41 -0.36
H -2.28 3.84 -1.10
H 2.45 1.66 -4.57
H -2.12 3.87 -2.87
H -4.35 1.21 0.82
H 0.67 -2.93 0.48
H -1.48 0.22 -1.21
H 0.89 -4.81 2.10
H -4.63 -3.33 0.14
H -3.46 -3.95 2.22
H -1.52 1.19 0.28
H 2.83 -2.16 4.83
H 1.98 -4.39 4.28
H 2.17 0.85 2.86
```

Löwdin atomic charge list, values in e, 8 entries:
1 S 0.728
2 O 0.075
3 O 0.037
4 O -0.315
5 O -0.278
6 N 0.082
7 N -0.224
8 C -0.066